Entry 1:
Molecular formula: C18H18N11PtS2
Method: DFT, the ωB97M-V functional and the def2-TZVPD basis

```
50
Properties=species:S:1:pos:R:3:lowdin_charge:R:1
Pt 0.929 -0.349 0.005 1.2294
S 0.839 -5.009 -0.798 1.1752
S 2.553 -1.370 1.923 0.8394
N -3.914 1.123 3.774 0.2442
N 0.619 0.821 3.290 0.1822
N 5.209 -1.152 1.847 0.1696
N 3.030 0.568 -0.252 -0.1103
N -1.636 0.933 3.531 0.2039
N 4.108 0.061 0.273 -0.0008
N 0.793 1.645 -1.340 0.0434
N -3.040 0.467 1.747 0.2020
N -0.726 0.263 1.479 0.0597
N 0.630 -2.585 -0.084 -0.2119
N -1.170 -0.681 -1.072 -0.0016
C -2.619 -1.257 -2.866 0.0174
C -3.720 -0.861 -2.122 0.0249
C -2.871 0.848 3.036 -0.3986
C -0.293 2.205 -1.841 -0.0819
C -1.990 0.173 1.033 -0.3025
C -0.260 3.349 -2.638 0.0255
C 1.989 2.223 -1.587 -0.2422
C 4.082 -0.770 1.283 -0.7439
C 1.370 -3.390 -0.805 -0.4404
C -2.223 -0.307 -0.339 -0.2201
C -0.395 -3.233 0.527 -0.2272
C 0.959 3.957 -2.892 0.0258
C -3.521 -0.385 -0.836 0.0506
C 2.101 3.394 -2.347 0.0551
C -0.440 -4.562 0.249 -0.3046
C 3.146 1.606 -1.020 -0.0004
C -1.353 -1.147 -2.297 -0.0943
C -0.587 0.672 2.778 -0.4365
H 5.233 -1.781 2.637 0.1332
H 4.129 2.037 -1.196 0.1659
H -0.472 -1.440 -2.856 0.1319
H 0.713 1.094 4.257 0.1428
H -1.245 1.744 -1.622 0.1119
H -4.339 -0.061 -0.215 0.1310
H 2.237 -3.071 -1.357 0.0970
H -3.790 1.424 4.730 0.1461
H -1.178 3.745 -3.039 0.1343
H -2.730 -1.649 -3.864 0.1336
H 1.443 0.625 2.736 0.0066
H -1.073 -2.687 1.157 0.1182
H 1.021 4.850 -3.497 0.1424
H -1.147 -5.285 0.603 0.0969
H 6.094 -0.794 1.511 0.1521
H 3.073 3.843 -2.490 0.1416
H -4.849 1.078 3.396 0.1433
H -4.716 -0.921 -2.537 0.1399
```

Results
largest force on an atom	1.97	eV Å⁻¹
charge	+3
energy relative to the best compared isomer or geometry (same formula, charge and spin)	118.0	kcal/mol
electronic energy	-2213.72825	hartree


Entry 2:
Molecular formula: C18H18N2O3S
Method: DFT, the ωB97M-V functional and the def2-TZVPD basis

```
42
Properties=species:S:1:pos:R:3:lowdin_charge:R:1
S -2.857 1.752 -0.606 0.6887
O -3.731 0.819 -1.249 -0.2853
O 2.950 0.775 -0.724 -0.0424
O -3.171 3.145 -0.701 -0.2852
N -1.023 0.580 2.248 0.1301
N -2.839 1.407 1.063 -0.0312
C -1.440 -1.973 1.197 -0.2548
C -0.310 2.451 -0.465 -0.0513
C -0.807 -1.886 -2.536 -0.0708
C -1.379 -0.728 -2.084 -0.0293
C -0.369 -1.705 2.053 -0.0277
C -1.126 1.481 -0.973 -0.2277
C -2.295 -0.929 0.891 0.0125
C 1.637 1.086 -0.803 -0.2024
C 1.364 -1.134 -1.847 -0.0048
C -1.642 -3.340 0.629 -0.0359
C 0.573 -2.097 -2.408 -0.0749
C 3.644 1.488 1.508 -0.0582
C 1.073 2.275 -0.392 0.0045
C -0.594 0.276 -1.481 -0.1369
C -2.034 0.332 1.426 -0.3916
C 3.833 1.613 0.000 -0.2293
C 0.809 0.074 -1.381 -0.0704
C -0.222 -0.430 2.557 -0.1379
H -0.811 -3.591 -0.029 0.0777
H 0.584 -0.183 3.236 0.1038
H 1.670 3.071 0.019 0.1112
H 2.639 1.783 1.799 0.0656
H 4.363 2.121 2.021 0.0792
H 1.008 -3.020 -2.764 0.1043
H 4.828 1.259 -0.283 0.1259
H 2.430 -1.273 -1.756 0.1150
H -1.420 -2.645 -2.999 0.1090
H -2.437 -0.557 -2.189 0.0958
H 3.734 2.655 -0.325 0.1174
H -3.146 -1.056 0.244 0.1156
H 3.800 0.456 1.814 0.0803
H -1.674 -4.082 1.426 0.0851
H -2.617 2.241 1.590 0.1158
H 0.327 -2.485 2.319 0.1105
H -2.565 -3.389 0.060 0.0820
H -0.758 3.365 -0.105 0.1181
```

Results
largest force on an atom	1.19	eV Å⁻¹
energy relative to the best compared isomer or geometry (same formula, charge and spin)	37.6	kcal/mol
electronic energy	-1430.13869	hartree


Entry 3:
Molecular formula: C18H18N2O4S2
Method: DFT, the ωB97M-V functional and the def2-TZVPD basis

```
44
Properties=species:S:1:pos:R:3:lowdin_charge:R:1
S 1.093 2.327 0.753 1.1052
S -2.940 -1.281 0.371 0.7015
O -2.844 -1.780 -0.977 -0.3188
O -3.744 -2.026 1.302 -0.3012
O 0.860 -1.383 -2.662 -0.0585
O -3.509 3.497 -0.390 0.0997
N -0.199 0.960 -1.033 0.1115
N -1.428 2.754 -0.090 0.1161
C -0.940 -0.384 2.103 -0.0719
C -0.328 1.953 -0.240 -0.5795
C -3.129 1.179 -0.911 -0.1159
C -0.432 -0.979 -3.073 -0.0623
C 2.815 -1.145 -1.435 -0.0046
C 4.042 1.235 1.270 -0.0568
C -2.738 2.575 -0.487 -0.4596
C 3.622 -0.543 -0.487 -0.0414
C 1.041 0.382 -0.955 -0.2220
C -1.271 -1.214 1.051 -0.2700
C 1.902 0.986 -0.011 -0.4209
C 1.517 -0.707 -1.700 -0.2346
C 0.903 -2.209 1.109 -0.0601
C 0.333 -0.455 2.647 -0.0829
C 1.251 -1.367 2.151 -0.0715
C 3.190 0.549 0.251 -0.3146
C -0.363 -2.129 0.553 -0.0560
C -3.624 0.418 0.314 -0.1826
H 2.239 -1.425 2.584 0.1122
H 1.615 -2.924 0.727 0.1158
H 4.271 2.251 0.949 0.0838
H 4.974 0.698 1.419 0.0798
H -1.187 -1.223 -2.322 0.0558
H -1.663 0.308 2.508 0.1123
H -2.278 0.658 -1.347 0.0744
H -0.461 0.090 -3.294 0.0919
H 3.178 -1.984 -2.007 0.1216
H -4.702 0.279 0.319 0.1129
H -1.248 3.662 0.326 0.1472
H -0.664 -2.768 -0.262 0.1211
H 0.604 0.199 3.463 0.1091
H 3.513 1.303 2.221 0.0725
H -3.921 1.251 -1.655 0.1350
H 4.618 -0.926 -0.324 0.1139
H -0.632 -1.547 -3.980 0.0982
H -3.337 0.889 1.250 0.0942
```

Results
largest force on an atom	1.14	eV Å⁻¹
energy relative to the best compared isomer or geometry (same formula, charge and spin)	42.3	kcal/mol
electronic energy	-1903.57744	hartree


Entry 4:
Molecular formula: C18H18N2O5
Method: DFT, the ωB97M-V functional and the def2-TZVPD basis

```
43
Properties=species:S:1:pos:R:3:lowdin_charge:R:1
O -2.320 5.186 3.888 0.0728
O 0.504 -0.956 -5.227 -0.0728
O 1.994 -1.140 -0.612 -0.0867
O -2.332 5.436 1.752 0.0721
O 0.344 -4.567 -0.063 0.0849
N -2.166 4.770 2.756 -0.3691
N -0.555 -0.540 2.176 0.0838
C -1.146 1.302 3.587 -0.1945
C -1.543 2.615 3.716 0.0445
C 0.106 -2.533 1.065 -0.0016
C 1.237 -1.558 -1.666 -0.2220
C 0.297 -3.352 -0.130 -0.3773
C -0.917 0.463 4.810 -0.0414
C 1.294 -0.975 -2.927 0.0484
C -1.761 3.410 2.593 -0.1616
C -1.583 2.886 1.317 0.0089
C -0.304 -2.577 -3.755 0.0001
C -0.960 0.765 2.291 -0.1848
C 2.934 -0.112 -0.807 -0.0718
C 0.519 -1.471 -3.971 -0.2660
C -0.342 -1.268 1.044 -0.0787
C -1.187 1.578 1.172 0.0005
C -0.348 -3.159 -2.510 -0.0020
C 1.326 0.146 -5.528 -0.0837
C 0.387 -2.652 -1.442 -0.1029
H -0.362 -1.024 3.042 0.1313
H 2.385 -0.092 -5.387 0.0972
H 0.279 -3.041 2.004 0.1198
H 3.439 0.005 0.151 0.0969
H -0.885 -2.958 -4.579 0.1179
H 1.146 0.368 -6.578 0.0946
H -1.127 1.044 5.703 0.0828
H 1.950 -0.138 -3.098 0.0927
H -0.569 -0.785 0.108 0.1215
H 0.118 0.124 4.867 0.0884
H 2.451 0.834 -1.075 0.0970
H 3.671 -0.376 -1.571 0.0996
H -1.572 -0.409 4.815 0.0894
H 1.064 1.022 -4.926 0.0966
H -1.048 1.182 0.180 0.1040
H -1.758 3.517 0.459 0.1210
H -1.692 3.053 4.691 0.1251
H -0.968 -4.024 -2.333 0.1251
```

Results
largest force on an atom	1.41	eV Å⁻¹
energy relative to the best compared isomer or geometry (same formula, charge and spin)	117.0	kcal/mol
electronic energy	-1182.30857	hartree


Entry 5:
Molecular formula: C18H18N4OS
Method: DFT, the ωB97M-V functional and the def2-TZVPD basis

```
42
Properties=species:S:1:pos:R:3:lowdin_charge:R:1
S -2.176 -2.654 -0.798 0.9794
O -1.216 3.009 -0.418 -0.0830
N 5.017 0.536 0.138 0.0590
N 0.380 -1.739 -0.444 0.0053
N -0.681 -0.813 -2.132 0.0323
N 0.513 -0.227 -2.025 0.0883
C -3.212 -0.212 1.252 -0.0634
C -1.915 1.949 0.066 -0.2745
C 2.493 -0.361 -0.615 -0.1556
C -2.089 1.901 1.450 -0.0222
C 0.605 -2.509 0.748 -0.1574
C -0.919 3.041 -1.798 -0.0813
C 3.473 -1.254 -0.189 -0.0100
C -2.744 0.833 2.031 -0.0848
C -3.056 -0.166 -0.127 -0.3105
C 0.897 -1.665 1.958 -0.1361
C 4.091 1.382 -0.285 -0.1355
C 4.710 -0.748 0.174 -0.1421
C -2.431 0.925 -0.720 0.0009
C 1.161 -0.774 -1.025 -0.2648
C -0.772 -1.700 -1.178 -0.6257
C 0.645 -0.376 2.074 0.0366
C 2.821 0.993 -0.673 0.0022
C -3.446 -1.327 -0.977 -0.3743
H -4.370 -1.802 -0.650 0.0812
H -0.275 3.908 -1.937 0.0932
H 4.386 2.422 -0.308 0.1063
H -0.308 -3.092 0.928 0.0914
H 0.868 0.159 2.979 0.0677
H 3.296 -2.318 -0.164 0.1051
H 2.091 1.710 -1.012 0.1063
H -1.826 3.166 -2.398 0.0964
H 0.204 0.208 1.283 0.0582
H 5.500 -1.407 0.511 0.1055
H 1.326 -2.221 2.780 0.1022
H -1.693 2.707 2.047 0.1177
H 1.420 -3.223 0.585 0.1191
H -3.493 -1.075 -2.034 0.0807
H -3.687 -1.066 1.711 0.1112
H -2.872 0.804 3.102 0.1057
H -2.325 0.942 -1.792 0.1013
H -0.393 2.135 -2.118 0.0680
```

Results
largest force on an atom	1.14	eV Å⁻¹
energy relative to the best compared isomer or geometry (same formula, charge and spin)	59.2	kcal/mol
electronic energy	-1389.12954	hartree


Q: electronic energy of number 4 (C18H18N2O5)?
A: -1182.30857 hartree


Q: Which of these has the lowest electronic energy?
A: C18H18N11PtS2


Q: Which of these has the highest energy relative to the best compared isomer or geometry (same formula, charge and spin)?
A: C18H18N11PtS2